# 1
{
  "formula": "C66H67BrF3N2O29P",
  "method": "ωB97M-V/def2-TZVPD",
  "symbols": ["H", "C", "H", "C", "O", "C", "O", "H", "C", "C", "C", "H", "H", "C", "C", "C", "C", "H", "H", "C", "O", "H", "O", "C", "C", "O", "C", "C", "C", "O", "N", "C", "O", "Br", "H", "P", "O", "C", "C", "C", "C", "O", "C", "H", "O", "O", "C", "C", "H", "C", "O", "C", "C", "O", "C", "H", "H", "C", "C", "C", "C", "C", "H", "H", "H", "H", "H", "H", "C", "H", "C", "C", "C", "C", "C", "H", "H", "C", "C", "C", "C", "O", "F", "C", "H", "H", "O", "H", "H", "H", "O", "H", "H", "C", "C", "H", "C", "C", "H", "H", "H", "O", "H", "H", "O", "H", "H", "O", "H", "C", "H", "H", "C", "F", "C", "C", "O", "O", "H", "H", "H", "C", "C", "H", "C", "H", "C", "N", "C", "H", "H", "H", "O", "O", "H", "H", "H", "O", "H", "H", "H", "H", "H", "C", "C", "C", "H", "H", "O", "C", "H", "H", "H", "C", "H", "O", "H", "H", "C", "H", "F", "C", "C", "C", "H", "H", "O", "O", "O"],
  "coordinates": [[-4.140, 4.117, 1.967], [1.163, 5.206, 1.171], [-5.802, -4.377, 5.962], [3.127, -14.702, -4.294], [-3.010, 8.057, -3.959], [-3.063, 8.955, -6.139], [6.795, -12.032, 5.822], [-4.294, 1.776, -2.080], [6.837, -10.742, 5.494], [3.757, -6.397, -1.653], [3.237, -9.147, -1.082], [-5.755, 5.206, 0.364], [0.415, 8.696, -0.489], [3.300, -15.781, -3.521], [1.445, -2.769, -2.202], [1.730, 4.306, 0.294], [3.075, -15.695, -2.084], [0.400, 6.890, 2.824], [-4.156, 12.338, -4.357], [1.537, 5.238, 2.501], [-6.547, -5.193, 4.193], [-0.616, 3.546, -3.460], [0.981, -0.062, -2.889], [3.052, 3.425, 2.093], [-1.889, 5.166, 5.758], [-6.938, -1.960, 0.820], [0.944, 5.713, -1.687], [-3.853, 11.398, -4.798], [0.154, 6.146, 0.593], [-2.352, 4.698, 3.443], [-1.485, 8.141, -1.232], [2.695, 3.428, 0.757], [3.049, -10.308, -0.771], [6.260, 3.354, 2.492], [-3.386, 10.968, -8.481], [4.343, 2.136, 2.477], [1.153, 3.338, -1.831], [-4.077, 3.928, 0.891], [1.277, 4.338, -1.159], [-2.908, 1.284, -0.482], [1.200, 5.988, -3.156], [-3.763, 10.281, -2.741], [5.770, -8.867, 4.163], [-5.307, -0.984, 4.983], [3.785, -8.681, 1.211], [3.318, -14.731, -5.612], [-5.703, -1.743, 4.322], [3.907, -6.894, -0.293], [-3.501, 2.469, 4.256], [-0.186, 5.961, -3.896], [2.791, 0.761, -1.804], [-3.688, 11.355, -6.243], [-2.473, 4.275, 4.699], [3.159, -6.853, -3.936], [-3.983, 1.386, 0.641], [-2.994, 3.500, -3.919], [0.388, -2.541, -2.344], [2.458, -13.301, -2.289], [-0.369, 3.480, -4.519], [-3.185, 2.701, 6.397], [-3.209, 9.006, -4.690], [-2.682, 2.481, -4.192], [-0.962, 5.696, -3.173], [-5.622, 2.526, 1.365], [-7.200, -4.404, 1.777], [-0.403, 6.964, -4.276], [4.394, 2.286, 0.003], [2.740, -9.351, -3.193], [-4.691, 5.124, 0.136], [-3.234, 2.331, 8.657], [-2.016, 4.756, 7.150], [2.562, 1.181, -0.435], [3.664, -8.181, -0.017], [-5.880, -3.011, 4.713], [-0.002, 7.984, -1.211], [1.486, 1.366, -0.337], [-1.725, 8.874, -0.578], [2.246, -1.627, -1.569], [-4.872, 2.637, 0.569], [-6.427, -4.054, 3.783], [-2.623, 3.604, 7.457], [3.976, -5.244, -1.970], [2.473, 5.379, 5.155], [-3.078, 3.120, 5.009], [-1.606, 5.413, 7.904], [-1.874, 5.550, 3.486], [-3.709, 1.658, 6.742], [3.376, 2.972, -1.215], [1.908, -3.069, -3.144], [-2.774, 8.012, -6.581], [-3.860, 12.319, -6.965], [0.559, 2.930, -4.684], [6.039, -12.407, 5.331], [3.347, 2.474, -0.245], [7.761, -8.505, 5.597], [3.129, -13.827, -5.927], [-6.792, -3.649, 2.433], [2.627, -14.381, -1.515], [2.888, 0.374, 0.230], [3.606, -16.737, -3.922], [-2.330, 0.619, -3.102], [-0.848, 6.535, 1.168], [-1.169, 1.698, -5.571], [-4.616, 0.498, 0.677], [2.412, -14.357, -0.201], [-3.440, 1.436, 1.594], [1.615, 6.990, -3.282], [-2.767, 3.186, 8.714], [-5.440, 2.715, -0.363], [-6.046, -1.343, 2.965], [4.995, -8.540, 3.483], [4.899, 1.854, 4.523], [-3.631, 10.300, -4.064], [2.257, 3.255, 5.031], [0.412, 6.582, -0.831], [3.064, -8.647, -2.438], [6.718, -6.736, 4.348], [3.229, -16.635, -1.328], [3.396, -5.909, -3.863], [-1.916, 7.275, -0.941], [-3.015, 3.799, 0.653], [-3.288, 10.052, -6.873], [3.304, -7.359, -2.713], [-1.287, 1.948, -2.563], [1.923, -0.255, -2.159], [1.925, 5.298, -3.593], [5.784, -10.273, 4.534], [0.928, 6.195, 3.337], [-3.267, 2.015, -1.780], [2.608, -15.259, 0.116], [2.139, -12.348, -1.892], [3.311, -1.814, -1.738], [-1.339, 6.190, 5.407], [8.580, -7.700, 5.997], [-3.202, 3.093, -1.580], [-1.920, 3.198, -6.043], [3.555, -9.628, 1.137], [-3.172, 10.058, -8.200], [-4.529, 4.964, -0.935], [-3.524, 1.966, -4.667], [4.217, -6.188, 0.465], [-6.713, -1.010, 0.798], [0.505, 5.064, -5.787], [-6.618, -2.380, 2.043], [2.470, 4.337, 2.986], [2.705, -13.382, -3.719], [-2.797, 0.216, -0.717], [1.496, -3.621, -1.516], [4.109, 1.607, 4.017], [6.691, -8.031, 4.657], [0.341, 8.243, -2.213], [-3.532, 9.370, -2.465], [-1.941, 1.608, -0.081], [-0.282, 4.939, -5.034], [1.677, 6.720, 3.779], [-5.583, -3.426, 5.943], [8.526, -10.234, 6.677], [-4.167, 6.039, 0.435], [-1.507, 2.662, -5.177], [2.031, -1.580, -0.496], [4.186, 4.222, 4.637], [7.761, -9.908, 5.987], [-2.288, 1.701, -2.929], [2.865, 4.304, 4.449], [7.478, -6.363, 4.833], [-1.232, 5.140, -5.551], [2.583, -12.433, -4.473], [-5.895, -0.212, 2.544], [4.983, -11.084, 4.106]],
  "e_homo_ev": -9.12,
  "homo_lumo_gap_ha": 0.275,
  "lumo_ev": -1.7
}

=====

# 2
{
  "formula": "C66H68CsN5OP3S2",
  "method": "ωB97M-V/def2-TZVPD",
  "symbols": ["C", "C", "H", "C", "H", "C", "H", "H", "C", "C", "C", "C", "H", "H", "C", "C", "C", "C", "H", "C", "C", "C", "C", "C", "C", "H", "C", "C", "P", "C", "C", "H", "H", "H", "H", "H", "H", "C", "H", "C", "C", "H", "H", "C", "H", "C", "C", "C", "H", "S", "H", "N", "C", "C", "P", "C", "H", "C", "H", "H", "H", "H", "H", "N", "N", "H", "H", "C", "C", "H", "H", "H", "H", "H", "H", "H", "H", "C", "H", "C", "N", "H", "H", "H", "H", "C", "C", "C", "Cs", "C", "H", "C", "H", "C", "H", "H", "C", "C", "C", "C", "H", "H", "C", "S", "H", "C", "H", "C", "C", "H", "H", "H", "H", "H", "P", "C", "H", "C", "C", "H", "C", "C", "C", "H", "H", "C", "C", "H", "O", "H", "H", "H", "C", "C", "C", "C", "H", "C", "H", "H", "N", "C", "H", "C", "H", "H"],
  "coordinates": [[1.210, -2.343, -6.006], [0.853, -1.962, 4.830], [-1.164, 0.600, -6.570], [0.585, -3.477, -3.889], [0.196, 1.463, 5.748], [1.134, -0.644, 4.468], [7.114, -5.340, -0.349], [0.697, 5.226, 0.265], [0.006, 1.652, -3.161], [2.649, -1.936, 6.431], [6.692, -4.856, 0.523], [-1.503, -0.428, 3.638], [0.292, 3.633, -2.388], [-0.200, 5.599, 4.817], [-5.938, 0.782, 2.353], [0.946, -2.120, -4.517], [-1.845, -0.953, -5.211], [4.765, -3.983, 1.678], [-4.266, -1.945, 2.384], [-5.470, 2.015, -1.712], [6.156, 0.050, 0.320], [2.223, -0.006, 5.061], [5.256, -0.699, -1.540], [-1.911, -0.348, 4.970], [-3.157, -0.803, 5.362], [-3.799, -0.008, -5.178], [-1.537, -0.423, -6.608], [-1.176, 6.170, -0.207], [0.181, 0.114, 3.087], [-4.751, 2.567, 3.428], [-2.896, -0.041, -4.562], [8.031, 0.613, 1.233], [-2.460, -0.417, -7.194], [-6.727, 0.040, 2.370], [3.215, -2.430, 7.210], [-0.077, 3.766, 6.488], [-2.545, -2.789, -4.281], [-0.373, 5.101, 0.138], [-1.246, 0.042, 5.725], [6.934, -3.974, 2.732], [-2.413, -2.374, -5.283], [8.566, -4.750, 1.569], [2.642, -0.757, -4.405], [-0.116, 4.568, 4.500], [2.977, -2.397, -3.826], [0.018, 2.945, 2.728], [0.261, 0.742, -4.188], [-4.778, -4.350, -0.111], [-0.266, -3.932, -4.397], [0.131, 2.544, 0.953], [7.348, -0.394, -1.388], [3.388, -3.708, 1.800], [-3.614, -1.483, 3.115], [-0.045, 3.544, 5.430], [-0.437, -0.947, -3.950], [6.331, 0.790, 2.548], [3.635, -2.933, -0.642], [-6.158, 2.239, -2.899], [-3.389, -2.356, -5.774], [1.995, -3.111, -1.030], [4.503, 0.840, 3.664], [7.549, -3.741, 3.590], [-4.609, 3.224, 4.276], [-2.880, -2.661, -0.643], [6.435, -0.340, -0.972], [-0.087, 5.074, 2.438], [0.322, -3.373, -2.833], [2.229, -1.598, -3.850], [-5.519, 2.804, -3.989], [-7.203, 1.966, -2.974], [-3.100, 3.391, 2.351], [1.478, -1.429, -6.532], [-0.815, -1.039, -7.142], [1.258, 0.509, -6.084], [-6.464, 1.592, 4.269], [-2.435, 3.165, -2.658], [-4.632, -4.766, 0.885], [-4.074, 1.830, 1.232], [-3.199, 6.818, -0.526], [0.089, 1.891, 3.648], [4.233, -0.571, -0.740], [-0.743, 7.148, -0.365], [3.074, 0.061, 1.794], [1.645, 4.374, -4.324], [0.040, -2.488, 4.347], [1.263, 3.363, -4.281], [1.604, -2.601, 5.805], [-4.124, 2.345, -1.603], [-0.792, -0.826, -0.263], [4.948, 0.625, 2.703], [6.913, 1.139, 3.391], [-5.786, 1.645, 3.427], [2.485, 1.000, 4.755], [-3.078, 4.703, -0.244], [-4.139, 4.555, -0.391], [1.371, -3.624, 6.072], [-4.011, -1.382, 4.435], [-3.719, -3.408, -0.408], [-0.937, 3.839, 0.316], [5.332, -4.585, 0.554], [-4.764, -5.159, -0.840], [-3.666, 3.607, -4.728], [-2.273, 3.589, 0.017], [0.848, -3.360, 1.403], [-0.609, 1.339, -2.323], [0.501, 2.947, -3.200], [2.047, -1.258, -2.825], [2.425, -3.454, 0.879], [1.034, 1.177, -5.265], [2.117, 2.788, -6.162], [-6.002, 1.595, -0.869], [3.044, -3.640, 2.746], [-4.978, -1.756, 4.748], [-6.058, 2.967, -4.912], [-2.978, 1.884, -0.228], [-4.179, 3.155, -3.888], [5.181, -1.039, -2.562], [7.505, -4.541, 1.601], [4.145, 0.184, 1.669], [-1.768, -3.042, -5.856], [-2.547, 5.977, -0.331], [-2.376, -0.999, 2.717], [-3.900, 2.663, 2.337], [-2.083, -1.084, 1.683], [3.784, -0.116, 6.522], [6.962, 0.501, 1.356], [-3.488, 2.908, -2.716], [4.714, -4.881, -0.280], [-0.694, 1.303, 0.823], [1.428, -4.168, -3.969], [-2.519, 0.977, -4.462], [0.356, -2.796, -6.507], [4.764, -0.109, 0.455], [5.579, -3.703, 2.773], [0.078, 2.234, 5.003], [1.525, 2.473, -5.313], [-3.173, -0.404, -3.568], [-0.059, 4.266, 3.152], [-3.453, -0.718, 6.400], [5.148, -3.260, 3.663], [2.753, -3.385, -0.428], [2.961, -0.640, 6.051], [-5.166, 0.154, 0.454], [-5.074, 0.857, 1.275], [2.054, -3.032, -6.107], [-5.744, -3.850, -0.155]],
  "e_homo_ev": -9.78,
  "homo_lumo_gap_ha": 0.302,
  "total_charge": 1,
  "lumo_ev": -1.6
}

=====

# 3
{
  "formula": "C66H72BaF9Ge2N4O2PSSb2",
  "method": "ωB97M-V/def2-TZVPD",
  "symbols": ["C", "H", "H", "H", "H", "H", "C", "C", "C", "H", "H", "C", "H", "H", "C", "C", "H", "C", "C", "C", "C", "H", "H", "C", "F", "C", "H", "C", "H", "H", "H", "C", "C", "C", "H", "H", "H", "C", "H", "C", "H", "C", "H", "C", "H", "H", "H", "C", "C", "C", "H", "H", "H", "F", "C", "H", "N", "P", "C", "H", "C", "H", "C", "C", "H", "H", "F", "Ba", "H", "H", "C", "Ge", "C", "N", "H", "H", "C", "C", "H", "C", "C", "C", "H", "F", "C", "F", "C", "H", "H", "H", "C", "C", "H", "C", "C", "F", "H", "H", "F", "H", "C", "Sb", "C", "H", "F", "C", "S", "C", "H", "C", "F", "H", "C", "H", "H", "H", "H", "Sb", "C", "H", "C", "O", "C", "H", "H", "H", "C", "C", "C", "H", "C", "H", "H", "H", "H", "C", "H", "C", "N", "C", "C", "C", "H", "H", "N", "H", "C", "C", "H", "Ge", "H", "H", "H", "C", "O", "C", "C", "C", "H", "H"],
  "coordinates": [[6.078, 6.550, -1.332], [1.138, -1.691, -4.389], [-3.499, 1.790, -4.766], [-7.409, 1.869, 0.619], [-2.270, 4.794, -1.194], [2.333, -1.971, 6.256], [4.154, -0.256, -3.801], [0.222, -3.821, 2.328], [-5.164, -0.614, -2.665], [4.615, -1.232, 3.475], [0.419, -5.807, 1.544], [2.399, 0.969, -2.698], [3.198, -5.139, -2.840], [-7.090, -0.564, 0.794], [3.596, -1.509, 3.197], [6.943, -2.293, 0.087], [-5.101, 3.006, 4.421], [-3.272, 3.807, 4.087], [-3.338, -1.624, 1.121], [2.422, -0.895, 6.117], [-3.459, -0.604, 5.663], [3.488, -1.345, 2.124], [0.410, 0.183, -2.984], [2.641, -6.070, -2.774], [-3.645, 5.764, -2.877], [3.492, 4.124, -2.599], [-3.660, -2.347, -4.656], [-0.700, 4.018, -4.094], [2.053, -6.191, -3.686], [5.203, -0.392, -4.031], [0.094, -6.891, 3.748], [4.198, -2.375, -0.350], [4.676, 4.812, -0.177], [3.718, 3.806, -0.229], [-2.330, -6.558, -1.106], [-3.028, -1.515, 0.079], [3.451, 3.281, 0.681], [1.747, -6.069, -1.546], [-0.808, -6.896, -0.281], [-2.706, 5.472, -3.789], [-4.115, 0.265, -5.449], [-2.503, -1.068, 4.768], [-0.477, -6.325, -2.744], [3.748, 0.798, -3.000], [8.012, -2.263, 0.256], [3.459, -2.573, 3.395], [-0.044, 1.176, 5.418], [-1.537, 4.365, -1.863], [-0.148, -5.033, 4.794], [4.445, 5.123, -2.555], [6.867, -4.433, -0.031], [-3.866, 1.443, -0.582], [-0.368, -3.054, 5.578], [-2.197, 6.635, -4.233], [-3.479, 1.406, 0.437], [2.795, 1.682, 2.879], [-0.404, 2.194, 2.210], [1.842, 2.146, -1.423], [-6.766, 2.816, -2.555], [0.358, -3.377, 1.346], [6.217, -1.111, 0.030], [-2.446, 1.054, 0.433], [3.700, -2.303, -5.130], [0.254, -5.206, 2.430], [4.734, 5.642, -3.460], [3.399, -0.570, 6.481], [2.694, -3.085, -5.552], [0.395, -0.414, 0.525], [-6.914, 3.640, -3.242], [-2.461, -1.657, 1.775], [-0.999, 0.665, 5.484], [2.328, -0.437, 4.224], [1.868, -0.988, -4.009], [0.685, -5.050, -1.611], [-1.456, 5.657, 3.560], [-7.742, 3.780, -0.895], [2.729, -2.391, -0.603], [-3.183, 0.492, 6.469], [-4.419, -1.100, 5.732], [6.300, -3.513, -0.074], [0.381, 3.262, 2.045], [4.849, -1.154, -0.185], [-2.721, -1.942, 4.162], [-3.324, 4.890, -4.834], [-1.385, -6.119, -0.785], [4.367, -1.877, -6.215], [2.750, 1.453, 3.945], [-1.732, 1.980, 7.013], [-1.898, -2.127, -4.632], [-4.155, 2.080, 3.308], [0.005, -3.026, 3.455], [-1.949, 1.126, 6.383], [3.350, -6.897, -2.716], [3.116, 3.458, -1.432], [-2.796, -2.166, -4.016], [4.551, -3.080, -4.431], [-5.563, -0.922, -3.634], [-0.435, 3.413, -0.300], [7.138, 6.201, -2.084], [0.729, 5.358, 2.338], [0.053, 4.529, 2.499], [-4.624, 0.028, 1.640], [-6.386, 0.652, -0.817], [-3.864, -2.573, 1.228], [5.593, 7.694, -1.841], [5.033, 5.465, -1.341], [-0.420, -2.669, -1.248], [-5.906, 0.577, -2.131], [1.314, 3.093, 1.521], [-6.189, -0.436, 0.194], [6.526, 6.811, -0.096], [3.038, 3.865, -3.548], [-1.566, 2.379, 2.841], [-2.376, 0.616, -5.472], [-0.293, -5.505, 5.757], [5.142, 5.081, 0.761], [6.719, -0.160, 0.153], [-3.048, -0.282, -3.024], [-0.185, -3.650, 4.691], [-1.597, -5.322, -0.070], [-1.149, 4.699, 3.163], [2.100, -1.278, -0.443], [-0.503, 3.582, -1.368], [-3.929, 0.855, 7.165], [1.023, 2.769, -4.283], [4.421, -4.498, -0.436], [-1.260, -0.441, 4.667], [-1.624, 4.588, -3.225], [0.914, -3.775, -1.284], [4.272, -0.240, -0.234], [3.215, -1.150, -4.295], [-5.775, 1.608, -4.005], [1.236, -7.028, -1.456], [4.490, 1.480, -2.605], [-5.940, -1.399, -0.241], [1.466, 0.074, -3.216], [-3.496, 2.412, 0.856], [4.934, -3.556, -0.299], [-4.245, 2.883, 3.906], [0.320, 3.226, -3.597], [0.441, 3.020, -2.222], [-1.986, 3.604, 3.331], [-5.215, -1.473, -2.002], [-2.173, 1.490, 2.978], [2.215, -3.540, -0.957], [-2.698, -2.972, -3.293], [-0.633, -5.558, -1.984], [0.071, -5.812, 3.664], [2.330, -5.914, -0.641], [0.085, -1.064, 3.405], [3.735, 1.647, 4.377], [1.645, -0.395, 6.694], [-0.787, 4.189, -5.160], [-3.296, 0.731, -4.899], [-3.402, 4.772, 4.813], [-7.037, 1.819, -0.400], [-6.119, 1.671, -2.979], [-7.229, 2.894, -1.247], [2.028, 2.121, 4.414], [-1.198, -4.753, -2.435]],
  "relative_energy_kj_mol": 0.0,
  "e_homo_ev": [-10.05, -10.13],
  "homo_lumo_gap_ha": [0.288, 0.221],
  "total_charge": 1,
  "spin_multiplicity": 2,
  "s_squared": 0.755,
  "lumo_ev": [-2.2, -4.1]
}

=====

Number 1: molar mass 1520.12 g/mol, maximum force 1.75 eV Å⁻¹. Number 2: molar mass 1237.26 g/mol, maximum force 3.12 eV Å⁻¹. Number 3: molar mass 1713.42 g/mol, maximum force 3.33 eV Å⁻¹.